Record 1
# C4H8O5

One molecule with the formula C4H8O5 (the ωB97M-V functional and the def2-TZVPD basis, the Open Molecules 2025 dataset).

The geometry in XYZ format:
```
17
C4H8O5 | the Open Molecules 2025 dataset | the ωB97M-V functional and the def2-TZVPD basis
C -1.77 -0.71 -1.64
O -1.31 -0.89 -0.33
O -1.07 0.45 0.35
C 0.21 0.39 0.88
C 0.78 1.80 0.95
O 0.26 -0.19 2.13
C 1.05 -0.47 -0.20
O 1.33 -0.06 -1.29
O 1.52 -1.59 0.33
H -2.66 -0.08 -1.65
H -1.00 -0.27 -2.28
H -2.04 -1.71 -1.99
H 0.89 2.20 -0.06
H 0.09 2.42 1.51
H 1.74 1.77 1.45
H -0.17 -1.06 2.10
H 2.14 -2.02 -0.29
```

- SMILES string: COO[C@@](C)(O)C(=O)O
- Orbital gap: 10.835 eV
- ΔE to the lowest compared entry with this formula, charge and spin: 319.9 kJ/mol
- E_tot: -14512.4800 eV



Record 2
# C15H29NO7S

One molecule with the formula C15H29NO7S (the ωB97M-V functional and the def2-TZVPD basis, the Open Molecules 2025 dataset).

The geometry in XYZ format:
```
53
C15H29NO7S | the Open Molecules 2025 dataset | the ωB97M-V functional and the def2-TZVPD basis
C -5.07 2.60 -1.07
C -4.20 1.81 -0.09
C -2.69 1.82 -0.40
C -2.32 1.88 -1.89
C -1.17 0.93 -2.28
C 0.21 1.55 -2.26
C 0.77 1.95 -0.87
C 1.85 1.02 -0.29
C 1.35 -0.24 0.42
C 0.42 0.14 1.57
O 1.09 1.04 2.43
C 0.54 2.34 2.51
O 0.69 -1.07 -0.60
S 1.81 -1.82 -1.45
O 2.11 -1.17 -2.67
O 1.49 -3.20 -1.52
O 3.04 -1.49 -0.46
C 2.49 -1.18 0.83
O 3.52 -0.51 1.49
C 2.02 -2.39 1.67
C 2.59 -3.78 1.31
C 1.45 -4.80 1.38
N 1.07 -5.53 0.23
O 0.86 -4.95 2.45
H -4.53 3.41 -1.55
H -5.40 1.93 -1.87
H -5.97 2.93 -0.57
H -4.33 2.26 0.89
H -4.54 0.79 0.03
H -2.29 0.89 -0.01
H -2.20 2.62 0.15
H -2.00 2.89 -2.14
H -3.16 1.66 -2.53
H -1.35 0.62 -3.31
H -1.25 0.02 -1.69
H 0.94 0.93 -2.76
H 0.16 2.47 -2.85
H -0.04 2.14 -0.17
H 1.26 2.91 -1.00
H 2.38 1.60 0.46
H 2.56 0.81 -1.07
H -0.51 0.53 1.17
H 0.16 -0.73 2.16
H 1.04 3.03 1.84
H -0.54 2.35 2.34
H 0.71 2.70 3.52
H 3.30 -0.48 2.42
H 0.94 -2.45 1.60
H 2.23 -2.21 2.72
H 3.26 -4.08 2.11
H 3.11 -3.81 0.36
H 0.31 -5.05 -0.24
H 1.84 -5.61 -0.42
```

- SMILES string: CCCCCCCC[C@@]1(COC)OS(=O)(=O)O[C@]1(O)CCC(N)=O
- Orbital gap: 10.456 eV
- ΔE to the lowest compared entry with this formula, charge and spin: 19.6 kJ/mol
- E_tot: -42681.8520 eV



Q: Which value of orbital gap does entry 1 give?
A: 10.835 eV